[1]
Here is C50H61O4STeTl as an isolated structure in a non-equilibrium geometry from OMol25. Energies are from the ωB97M-V functional and the def2-TZVPD basis.

Atoms and positions in Å:
Tl (-0.716529, -4.237852, 1.493254)
C (-3.714932, -3.735524, -1.128178)
O (-2.550877, -3.027673, -0.681877)
C (-2.385048, -1.812224, -1.281014)
C (-1.602689, -1.698253, -2.467867)
C (-0.605083, -2.724792, -2.914680)
C (0.844515, -2.424528, -2.539560)
C (1.590667, -1.530685, -3.319674)
C (2.847209, -1.103277, -2.871510)
C (3.366895, -1.622658, -1.692972)
C (2.686558, -2.519960, -0.887556)
C (3.267516, -2.879950, 0.433801)
C (3.156627, -1.798760, 1.506640)
C (4.078805, -0.756551, 1.606232)
C (3.935940, 0.310061, 2.498288)
C (2.769301, 0.328107, 3.241564)
C (1.853324, -0.713992, 3.248276)
C (0.574737, -0.645112, 4.049053)
C (-0.489665, 0.097714, 3.254634)
C (-0.523726, 1.481969, 3.211121)
C (-1.404219, 2.189194, 2.403534)
C (-2.321003, 1.469425, 1.654023)
C (-2.409830, 0.083818, 1.684780)
C (-3.388438, -0.549325, 0.716927)
C (-2.877033, -0.618272, -0.694177)
C (-3.103773, 0.425526, -1.585885)
C (-2.686517, 0.390362, -2.893124)
C (-1.934423, -0.669455, -3.326691)
C (-3.044304, 1.435129, -3.957294)
C (-4.082380, 2.442531, -3.395056)
C (-3.663527, 0.741997, -5.204858)
C (-1.747504, 2.154014, -4.343148)
C (-1.425511, -0.646044, 2.419425)
O (-1.294732, -1.902317, 2.256307)
C (-1.425437, 3.737315, 2.288197)
C (-0.575881, 4.391113, 3.352843)
C (-0.963495, 4.166194, 0.905691)
C (-2.894873, 4.187755, 2.503484)
C (2.179248, -1.875498, 2.506308)
O (1.559617, -3.070941, 2.753511)
C (2.156843, -3.794309, 3.864856)
C (4.996910, 1.405646, 2.604091)
C (4.836382, 2.309016, 3.831391)
C (4.875196, 2.182237, 1.304114)
C (6.421165, 0.781276, 2.718462)
C (1.331980, -2.898830, -1.264081)
O (0.574514, -3.606642, -0.501752)
C (3.554393, -0.052498, -3.704245)
C (4.857487, 0.442561, -3.034822)
C (2.639720, 1.166284, -3.989053)
C (3.895864, -0.709926, -5.083841)
H (-3.402331, -4.697087, -1.535673)
H (-4.259755, -3.153052, -1.903477)
H (-4.339296, -3.901159, -0.213845)
H (-0.582502, -2.727984, -3.977147)
H (-0.833881, -3.712968, -2.468346)
H (1.225568, -1.145012, -4.262650)
H (4.371636, -1.308118, -1.362526)
H (4.345181, -3.107494, 0.247868)
H (2.737106, -3.772106, 0.787614)
H (4.981189, -0.755988, 0.999021)
H (2.564155, 1.166177, 3.878610)
H (0.716464, -0.083418, 4.980585)
H (0.194717, -1.645830, 4.315339)
H (0.217267, 2.083696, 3.745219)
H (-2.898699, 2.085342, 0.988734)
H (-4.308592, 0.048661, 0.808558)
H (-3.626075, -1.555531, 1.101540)
H (-3.662444, 1.275517, -1.244269)
H (-1.518567, -0.671601, -4.351165)
H (-5.032857, 1.970016, -3.048022)
H (-4.336489, 3.163617, -4.159452)
H (-3.734197, 2.973658, -2.512894)
H (-4.454089, -0.007172, -4.899498)
H (-2.915706, 0.163231, -5.786904)
H (-4.099607, 1.441749, -5.905168)
H (-1.336365, 2.691551, -3.486267)
H (-1.913474, 2.869138, -5.154481)
H (-1.016783, 1.460637, -4.712250)
H (0.517857, 4.169762, 3.225034)
H (-0.923237, 4.122907, 4.352493)
H (-0.653626, 5.474907, 3.308662)
H (0.102640, 3.919772, 0.678824)
H (-1.086488, 5.232115, 0.722560)
H (-1.616988, 3.711811, 0.116339)
H (-3.200223, 4.095584, 3.538685)
H (-3.671516, 3.696625, 1.888574)
H (-2.938017, 5.245640, 2.279808)
H (1.824675, -3.361271, 4.839873)
H (3.283742, -3.691947, 3.818166)
H (1.889057, -4.832488, 3.806919)
H (3.913686, 2.887306, 3.863729)
H (5.677661, 3.012840, 3.894839)
H (4.830404, 1.738712, 4.743845)
H (3.877900, 2.622433, 1.219263)
H (5.038478, 1.570721, 0.427570)
H (5.619222, 2.982033, 1.268075)
H (6.494704, 0.008057, 3.496746)
H (7.122497, 1.605064, 2.963587)
H (6.764766, 0.297749, 1.784811)
H (4.706301, 0.925657, -2.065080)
H (5.309801, 1.195999, -3.637093)
H (5.630100, -0.339775, -2.904725)
H (2.151821, 1.587909, -3.079840)
H (1.856024, 0.892518, -4.727036)
H (3.264007, 1.966211, -4.457359)
H (4.607115, -1.544094, -4.940359)
H (4.425339, 0.040986, -5.683179)
H (2.975775, -1.010179, -5.675245)
Te (-4.272050, -4.615030, 2.852876)
C (-5.882194, -3.331951, 2.555497)
C (-6.806893, -3.425686, 1.509792)
C (-7.754051, -2.410382, 1.514249)
C (-7.540000, -1.433719, 2.462260)
S (-6.178675, -1.830903, 3.422446)
H (-6.801194, -4.226084, 0.784845)
H (-8.546313, -2.291611, 0.798040)
H (-8.113660, -0.500061, 2.614555)

Atomic forces in eV per Å
-0.378 0.686 -0.016
-0.497 0.375 0.710
0.396 -0.078 0.161
1.261 1.287 0.191
-1.135 -0.834 0.234
0.629 -0.963 1.196
-0.034 0.870 0.306
0.260 -0.897 1.481
-0.242 0.286 -0.339
0.463 0.134 -0.036
-1.529 0.628 -0.930
0.674 -0.652 0.597
0.397 -0.472 0.217
0.262 0.531 -0.150
-0.172 -0.691 0.249
-0.126 0.208 0.096
0.273 -1.432 0.066
-0.558 0.133 0.039
-0.983 -0.167 -0.573
0.441 0.368 0.081
0.113 0.608 0.111
0.520 -0.251 0.429
0.460 1.217 -0.499
-0.271 -0.795 1.093
-0.836 -1.417 -0.833
0.228 0.434 0.290
-0.646 0.544 -1.137
1.353 -0.197 -0.230
-0.666 0.078 0.506
-0.382 -0.618 0.159
-0.057 -1.291 0.432
-0.593 0.697 -0.140
0.795 -0.012 -0.097
0.083 -0.791 0.174
-0.783 -1.271 0.174
0.965 0.275 0.160
-0.039 -0.278 -1.401
0.043 0.403 -0.345
0.050 1.388 -0.010
-0.084 -1.046 0.660
0.931 1.729 -0.020
0.209 -0.964 -0.100
-0.070 0.376 -0.247
0.251 0.965 0.081
0.165 0.197 -0.267
0.545 0.388 0.059
0.252 -0.129 -0.032
0.242 -0.395 -0.324
-0.019 -0.598 0.189
0.145 0.410 -0.200
0.008 0.515 -0.145
-0.006 -0.048 -0.058
0.270 -0.338 0.498
0.264 0.042 -0.856
-0.407 -0.394 -1.128
-0.067 0.398 -0.475
-0.354 -0.052 0.009
-0.561 -0.096 -0.137
-0.597 -0.003 0.392
0.313 0.038 0.005
-0.246 -0.223 -0.280
-0.163 0.327 0.261
0.254 -0.087 -0.066
0.183 0.340 -0.285
-0.065 -0.447 0.180
-0.678 -0.342 -0.373
0.142 -0.202 -0.419
0.085 0.195 -0.269
-0.130 0.264 0.300
-0.128 -0.052 0.679
0.672 -0.011 -0.500
-0.075 0.338 -0.246
0.379 0.156 -0.045
0.734 0.887 -0.240
-0.263 0.314 0.448
-0.192 0.425 -0.072
0.045 -0.076 -0.023
-0.128 0.164 0.020
0.446 -0.456 -0.009
-0.950 -0.034 0.232
0.248 -0.266 0.006
-0.109 0.314 -0.220
-0.816 -0.072 0.293
0.070 0.413 0.317
0.688 0.013 0.598
0.047 -0.300 0.312
0.678 0.075 0.201
-0.172 0.576 -0.136
0.114 -0.287 -0.680
-1.108 -0.168 -0.026
-0.327 -0.388 -0.210
-0.075 0.068 -0.344
-0.179 -0.076 -0.121
0.138 -0.473 0.410
0.075 0.006 0.001
-0.017 -0.366 -0.117
0.017 0.213 -0.008
-0.201 0.330 -0.035
-0.139 -0.503 -0.174
-0.250 0.331 0.307
-0.307 -0.269 0.030
0.379 0.688 -0.785
-0.535 0.134 -0.043
0.376 -0.437 -0.562
0.330 0.217 0.544
-0.476 -0.392 0.254
-0.599 0.120 -0.101
-0.015 -0.014 -0.191
1.090 0.114 0.911
0.217 -0.260 0.275
-0.543 0.643 -0.892
0.858 -0.523 1.113
-0.504 1.760 0.160
-0.540 0.232 -0.122
0.202 -0.871 -0.319
0.092 -0.140 0.114
-0.248 -0.159 -0.286
0.452 -0.808 -0.088

E_tot: -83853.0657 eV
Total charge: -2
Gap between HOMO and LUMO: 4.816 eV

Atom charges from the Löwdin analysis, given in e for atoms 1 to 5:
1. Tl 0.86
2. C -0.05
3. O -0.19
4. C -0.18
5. C -0.10

[2]
Here is a 2-piece molecular cluster, CH3NOS overall in a non-equilibrium geometry from OMol25. Energies are from the ωB97M-V functional and the def2-TZVPD basis.

Atoms and positions in Å:
C (-0.768672, -0.244583, 0.537062)
N (1.155703, -0.006907, -2.026442)
O (1.862679, 0.805568, 0.395866)
S (0.960067, 0.199923, -0.594864)
H (-1.793368, 0.825323, 0.250386)
H (-1.188218, -1.211982, -0.027131)
H (-0.228192, -0.367341, 1.465124)

Atomic forces in eV per Å
-1.974 1.149 -4.571
-0.781 -0.120 1.420
-1.100 -0.676 -0.507
-0.271 0.536 0.317
3.732 -3.371 1.312
1.073 2.225 1.607
-0.680 0.256 0.422

ΔE to the lowest compared entry with this formula, charge and spin: 5.738 eV
E_tot: -15453.0706 eV
Total charge: 0
Gap between HOMO and LUMO: 9.404 eV

Atom charges from the Löwdin analysis, given in e for atoms 1 to 5:
1. C -0.13
2. N -0.33
3. O -0.45
4. S 0.66
5. H 0.21

Q: Which value of E_tot does entry 1 give?
A: -83853.0657 eV

Q: Among the records above, which one has the lowest E_tot?
A: C50H61O4STeTl

Q: Among the records above, which one has the lowest gap between HOMO and LUMO?
A: C50H61O4STeTl